1.
Below is one molecule with the formula C2HClNO2P, with properties calculated with the ωB97M-V functional and the def2-TZVPD basis.

The electronic energy is -29483.1324 eV. The spin multiplicity is 3. As for the LUMO energy (spin up / spin down): 0.33 / -1.53 eV. For the energy above the lowest of the compared OMol25 structures with the same formula, charge and spin, the calculation gives 0.000 eV. As for the net charge: 0.

Last column: Löwdin charge in e.
Geometry (Å):
N (3.78595, -0.79100, -0.65217)  0.168
O (0.96119, -0.95928, -1.11505)  -0.333
Cl (-1.54962, -1.97654, -0.00558)  0.456
C (2.84749, -0.87282, 0.02826)  -0.320
O (0.80462, -0.90444, 1.31833)  -0.205
C (2.06046, -0.96097, 1.15263)  -0.088
H (-0.57451, 0.55341, 0.08218)  0.048
P (-0.06022, -0.71744, -0.11354)  0.274

---

2.
Below is a 3-piece molecular cluster, C2HClNO4 overall, with properties calculated with the ωB97M-V functional and the def2-TZVPD basis.

The electronic energy is -24292.9223 eV. The spin multiplicity is 1. As for the LUMO energy: 2.79 eV. For the energy above the lowest of the compared OMol25 structures with the same formula, charge and spin, the calculation gives 1.149 eV. As for the net charge: -1.

Last column: Löwdin charge in e.
Geometry (Å):
C (2.01409, -0.16409, -1.27938)  -0.386
H (-0.56516, -1.01540, -0.43459)  -0.104
O (0.14032, -1.56048, -0.89051)  -0.087
C (2.24513, -0.58024, 0.79954)  -0.531
Cl (-2.14893, 0.19501, 0.09301)  -0.541
O (3.09955, -1.36590, 0.66955)  0.198
O (2.97639, 0.47069, -1.48378)  0.147
N (0.96535, -0.76621, -1.54490)  0.049
O (1.51934, 0.10041, 1.34091)  0.255

---

3.
Below is one molecule with the formula C2HClO4, with properties calculated with the ωB97M-V functional and the def2-TZVPD basis.

The electronic energy is -22797.3751 eV. The spin multiplicity is 1. As for the LUMO energy (spin up / spin down): -1.07 / -1.07 eV. For the energy above the lowest of the compared OMol25 structures with the same formula, charge and spin, the calculation gives 6.232 eV. As for the net charge: 0.

Last column: Löwdin charge in e.
Geometry (Å):
O (0.75522, 0.58216, -1.03964)  0.121
Cl (-2.08115, -1.42061, -0.33786)  0.839
O (1.39367, -1.05883, 0.28575)  0.161
O (-1.19613, 0.57149, 1.08969)  -0.033
C (-0.92773, -0.30096, 0.18496)  -0.596
O (-0.16605, 1.32742, 1.33359)  -0.098
H (1.69285, 0.63896, -1.39378)  0.180
C (0.52931, -0.33964, -0.12273)  -0.574

---

4.
Below is C2HCoO2 as an isolated structure, with properties calculated with the ωB97M-V functional and the def2-TZVPD basis.

The electronic energy is -43797.9642 eV. The spin multiplicity is 6. As for the LUMO energy (spin up / spin down): -6.50 / -7.92 eV. For the energy above the lowest of the compared OMol25 structures with the same formula, charge and spin, the calculation gives 0.161 eV. As for the net charge: +1.

Last column: Löwdin charge in e.
Geometry (Å):
O (2.06919, 0.25391, -0.79266)  0.120
H (-1.85088, 1.11911, -1.48853)  0.141
O (-1.94917, 1.16881, 0.52572)  -0.065
Co (-0.40915, 0.04120, 1.10322)  0.923
C (1.18640, 0.56671, -0.04342)  -0.065
C (-1.42628, 0.71896, -0.53698)  -0.053

---

5.
Below is C2HErF6NO5S2 as an isolated structure, with properties calculated with the ωB97M-V functional and the def2-TZVPD basis.

The electronic energy is -79401.6318 eV. The spin multiplicity is 4. As for the LUMO energy (spin up / spin down): -7.34 / -7.21 eV. As for the net charge: +1.

Last column: Löwdin charge in e.
Geometry (Å):
F (0.82370, -0.01764, 2.88659)  0.171
O (-1.49958, -2.71648, -2.18676)  -0.215
Er (-1.99697, -1.18423, -0.57101)  1.941
O (1.10601, 2.08798, -2.33545)  -0.383
F (-2.61564, 2.23945, -1.63506)  0.112
S (-0.06281, 1.57882, -1.56896)  0.889
O (-1.35266, 0.33474, 0.94581)  -0.522
N (-0.08652, 2.32186, -0.09014)  -0.360
C (-1.50695, 2.52759, -2.29810)  -0.777
O (-0.87831, 2.40181, 2.27984)  -0.221
C (1.09388, 0.68241, 1.80172)  -0.702
F (-1.29406, 3.83023, -2.26048)  0.173
F (-1.64457, 2.14854, -3.56134)  0.141
F (1.54796, -0.11927, 0.85397)  0.149
S (-0.46517, 1.52120, 1.20174)  0.648
F (1.99932, 1.59995, 2.07694)  0.192
O (-0.79600, -1.23911, -2.37188)  -0.332
H (-2.01106, -2.81692, -2.99875)  0.096

---

6.
Below is one molecule with the formula C2HF3, with properties calculated with the ωB97M-V functional and the def2-TZVPD basis.

The electronic energy is -10239.9902 eV. The spin multiplicity is 1. As for the LUMO energy: 0.87 eV. For the energy above the lowest of the compared OMol25 structures with the same formula, charge and spin, the calculation gives 1.309 eV. As for the net charge: 0.

Last column: Löwdin charge in e.
Geometry (Å):
F (1.68219, 0.44918, -0.14002)  -0.030
F (-1.75587, -0.21485, -0.13556)  0.258
F (-0.69953, 1.47246, 0.03594)  0.076
H (0.79857, -1.37712, -0.00432)  0.089
C (0.56509, -0.41660, 0.17043)  0.013
C (-0.59045, 0.08693, 0.07352)  -0.406

---

7.
Below is C2HF3INO2 as an isolated structure, with properties calculated with the ωB97M-V functional and the def2-TZVPD basis.

The electronic energy is -23923.2622 eV. The spin multiplicity is 1. As for the LUMO energy: -0.86 eV. For the energy above the lowest of the compared OMol25 structures with the same formula, charge and spin, the calculation gives 0.316 eV. As for the net charge: 0.

Last column: Löwdin charge in e.
Geometry (Å):
C (0.26877, 0.85359, -1.05829)  -0.604
O (-0.49785, 0.21437, 2.09453)  0.063
C (-0.34556, -0.68093, 0.01072)  -0.422
O (1.16540, -1.17550, 1.67798)  0.156
F (1.54060, 1.09311, -0.73610)  -0.056
I (-1.02235, 2.56679, -0.66099)  0.845
F (-1.63104, -0.72954, -0.01839)  0.148
F (0.06563, -1.81806, -0.67446)  0.083
H (0.26225, 0.23747, -2.01975)  0.109
N (0.19415, -0.56130, 1.38475)  -0.322

---

8.
Below is one molecule with the formula C2HF3N2, with properties calculated with the ωB97M-V functional and the def2-TZVPD basis.

The electronic energy is -13220.6224 eV. The spin multiplicity is 1. As for the LUMO energy: -0.35 eV. For the energy above the lowest of the compared OMol25 structures with the same formula, charge and spin, the calculation gives 1.589 eV. As for the net charge: 0.

Last column: Löwdin charge in e.
Geometry (Å):
F (0.91760, 0.98284, -1.19482)  0.153
C (-0.72162, -0.12851, 0.08875)  -0.289
F (1.65561, -0.63459, 0.01986)  0.075
N (-1.06708, -1.45189, 0.35474)  0.162
H (-1.20970, 0.68976, 0.64177)  0.148
N (-1.22871, -1.10412, -0.80848)  0.188
F (0.97324, 1.26574, 0.93474)  0.132
C (0.68066, 0.38078, -0.03656)  -0.570

---

9.
Below is a 2-piece molecular cluster, C2HF5NO overall, with properties calculated with the ωB97M-V functional and the def2-TZVPD basis.

The electronic energy is -19213.0084 eV. The spin multiplicity is 1. As for the LUMO energy (spin up / spin down): 4.22 / 4.22 eV. For the energy above the lowest of the compared OMol25 structures with the same formula, charge and spin, the calculation gives 1.030 eV. As for the net charge: -1.

Last column: Löwdin charge in e.
Geometry (Å):
F (0.57623, -0.79912, 1.57400)  0.139
F (-1.30719, -0.02537, -1.36254)  0.051
F (-1.10653, -1.87583, 0.85356)  0.087
F (-1.33083, 0.15222, 1.20575)  0.139
C (-0.15521, -0.23609, -0.65354)  -0.363
F (0.63875, -1.11687, -1.40022)  0.000
H (1.66617, 0.84362, -0.16479)  0.031
N (0.99237, 1.40985, -0.72224)  -0.140
C (-0.43645, -0.69670, 0.70716)  -0.614
O (0.46269, 2.34430, -0.03714)  -0.331

---

10.
Below is a 2-piece molecular cluster, C2HF5O2P overall, with properties calculated with the ωB97M-V functional and the def2-TZVPD basis.

The electronic energy is -29063.2415 eV. The spin multiplicity is 1. As for the LUMO energy: 4.09 eV. For the energy above the lowest of the compared OMol25 structures with the same formula, charge and spin, the calculation gives 1.607 eV. As for the net charge: -1.

Last column: Löwdin charge in e.
Geometry (Å):
O (2.28963, 0.17869, 1.43528)  -0.374
F (-0.60778, 1.82191, 0.57485)  0.129
H (1.34625, -1.83091, 0.29735)  -0.008
F (-1.32186, -1.38075, -0.77722)  -0.047
P (2.01627, -0.63952, 0.27485)  0.470
F (-1.64789, 0.27432, 1.54742)  0.095
F (-0.57527, 0.37704, -1.85492)  -0.060
F (-2.48528, 1.23221, -0.36486)  0.054
C (-1.33745, 0.75341, 0.30079)  -0.572
C (-0.55834, -0.21633, -0.55350)  -0.303
O (2.88174, -0.57007, -0.88005)  -0.386

---

The M results, record by record, are as follows: 137.5 138.5 124.5 116.0 464.4 82.0 254.9 110.0 150.0 183.0 Da.